101
Properties=species:S:1:pos:R:3 method="wB97M-V/def2-TZVPD" lumo_energy_ha=0.0228 smiles="CCCCCCCCOC(=O)N(C[C@@H](O)CN)B(O)OCC.CC(C)O.CC(C)O.CC(C)O.CC(C)O"
C 2.930 2.707 0.600
C 3.133 1.553 1.586
C 4.186 0.507 1.194
C 3.673 -0.922 1.392
C 2.774 -1.318 0.219
C 2.184 -2.727 0.338
C 0.741 -2.720 0.842
C -0.136 -2.181 -0.269
O -1.356 -1.613 0.242
C -2.030 -0.958 -0.751
O -2.292 -1.470 -1.834
N -2.316 0.398 -0.440
C -2.547 0.636 1.002
C -3.588 -0.319 1.616
O -3.032 -0.933 2.788
C -4.920 0.397 1.988
N -6.029 0.065 1.092
B -1.233 1.237 -1.013
O -0.470 2.075 -0.224
O -1.075 1.195 -2.363
C 0.132 1.755 -2.897
C 1.320 0.865 -2.571
H 3.581 3.546 0.832
H 3.106 2.423 -0.430
H 1.913 3.090 0.648
H 3.458 1.992 2.528
H 2.172 1.080 1.781
H 5.121 0.672 1.719
H 4.395 0.617 0.128
H 4.489 -1.634 1.466
H 3.075 -0.952 2.304
H 3.387 -1.260 -0.680
H 1.999 -0.561 0.113
H 2.818 -3.306 1.005
H 2.201 -3.215 -0.636
H 0.419 -3.727 1.091
H 0.664 -2.110 1.741
H -0.348 -2.986 -0.969
H 0.390 -1.395 -0.806
H -1.643 0.596 1.606
H -2.926 1.651 1.080
H -3.859 -1.114 0.931
H -2.826 -0.230 3.401
H -5.186 0.029 2.968
H -4.793 1.474 2.036
H -6.210 -0.926 1.152
H -5.749 0.252 0.136
H 0.090 1.622 0.404
H 0.285 2.783 -2.585
H 0.011 1.772 -3.978
H 0.991 -0.167 -2.665
H 2.128 0.996 -3.284
H 1.678 1.090 -1.574
C -6.822 -3.349 5.395
C -7.070 -2.690 4.046
C -7.287 -3.723 2.951
O -5.981 -1.829 3.708
H -5.922 -3.968 5.356
H -6.670 -2.595 6.167
H -7.661 -3.982 5.686
H -7.944 -2.042 4.113
H -6.399 -4.352 2.840
H -7.466 -3.233 1.993
H -8.138 -4.366 3.175
H -5.183 -2.368 3.641
C 8.344 -1.526 3.123
C 7.667 -2.792 2.622
C 8.673 -3.907 2.377
O 6.924 -2.521 1.434
H 9.054 -1.154 2.379
H 7.606 -0.741 3.296
H 8.884 -1.706 4.053
H 6.930 -3.124 3.355
H 9.393 -3.607 1.611
H 8.169 -4.805 2.021
H 9.222 -4.152 3.286
H 7.543 -2.225 0.760
C -5.427 1.993 -3.276
C -4.872 1.407 -4.566
C -5.127 -0.091 -4.652
O -3.478 1.678 -4.671
H -4.937 1.533 -2.413
H -5.236 3.066 -3.230
H -6.502 1.825 -3.192
H -5.335 1.905 -5.420
H -4.630 -0.607 -3.826
H -4.724 -0.493 -5.581
H -6.194 -0.315 -4.607
H -3.047 1.252 -3.921
C 4.052 4.368 -4.612
C 2.858 4.364 -3.670
C 2.510 5.766 -3.198
O 3.111 3.514 -2.549
H 4.936 4.762 -4.103
H 4.285 3.355 -4.940
H 3.861 4.984 -5.491
H 1.997 3.927 -4.178
H 3.348 6.201 -2.646
H 1.651 5.742 -2.526
H 2.276 6.421 -4.038
H 3.875 3.868 -2.082

105
Properties=species:S:1:pos:R:3 method="wB97M-V/def2-TZVPD" lumo_energy_ha=-0.0792 charge=+1
C 1.837 -1.403 2.383
C 1.973 -2.821 1.839
C 1.401 -3.013 0.424
C -0.056 -3.467 0.398
N -0.897 -2.291 0.778
C -2.130 -2.564 1.348
C -2.332 -3.202 2.525
N -1.298 -3.680 3.323
N -3.697 -3.258 2.743
C -4.352 -3.845 3.929
C -5.438 -4.870 3.629
F -3.400 -4.434 4.713
C -4.317 -2.628 1.728
C -5.786 -2.408 1.627
C -6.269 -1.060 2.266
C -7.391 -1.262 3.273
Cl -4.911 -0.208 3.108
N -3.390 -2.220 0.867
C -3.561 -1.516 -0.414
C -4.550 -0.354 -0.437
H 0.807 -1.127 2.617
H 2.409 -1.265 3.303
H 2.222 -0.659 1.682
H 1.591 -3.565 2.546
H 3.044 -3.030 1.763
H 1.389 -2.019 -0.042
H 2.033 -3.638 -0.206
H -0.312 -3.735 -0.634
H -0.243 -4.330 1.035
H -0.986 -1.732 -0.058
H -0.459 -3.141 3.125
H -1.474 -3.578 4.314
H -4.740 -3.010 4.518
H -5.625 -5.012 2.568
H -5.219 -5.816 4.119
H -6.378 -4.517 4.057
H -6.083 -2.440 0.580
H -6.339 -3.188 2.138
H -6.572 -0.371 1.483
H -7.469 -0.363 3.885
H -7.199 -2.088 3.957
H -8.345 -1.361 2.752
H -3.876 -2.266 -1.144
H -2.602 -1.149 -0.762
H -5.567 -0.727 -0.543
H -4.466 0.293 0.433
H -4.358 0.232 -1.336
O 0.897 3.249 2.618
P 0.016 3.513 1.456
N -0.470 1.936 0.983
C -0.837 1.530 -0.355
C -1.041 1.108 2.032
N 1.088 4.169 0.323
C 1.085 3.834 -1.088
C 2.446 4.447 0.784
N -1.324 4.378 0.836
C -1.174 5.850 0.950
C -2.609 4.035 1.485
H -1.732 2.032 -0.755
H -1.038 0.455 -0.361
H -0.025 1.675 -1.062
H -2.067 1.388 2.316
H -0.426 1.166 2.931
H -1.053 0.061 1.724
H 1.605 2.888 -1.280
H 1.605 4.608 -1.657
H 0.076 3.792 -1.497
H 3.065 3.544 0.831
H 2.438 4.910 1.766
H 2.918 5.151 0.096
H -1.082 6.179 1.990
H -2.047 6.331 0.509
H -0.301 6.192 0.402
H -2.572 4.122 2.575
H -2.914 3.021 1.226
H -3.390 4.698 1.116
O 4.193 2.311 -2.594
P 4.811 1.187 -3.333
N 3.764 0.936 -4.653
C 3.540 -0.323 -5.337
C 3.497 2.116 -5.473
N 4.664 -0.085 -2.197
C 4.291 -1.443 -2.526
C 4.170 0.272 -0.873
N 6.240 0.532 -4.000
C 7.367 0.468 -3.037
C 6.741 1.274 -5.182
H 4.430 -0.734 -5.832
H 2.779 -0.185 -6.106
H 3.143 -1.080 -4.668
H 4.338 2.400 -6.118
H 3.267 2.970 -4.837
H 2.630 1.947 -6.111
H 3.203 -1.557 -2.639
H 4.611 -2.119 -1.727
H 4.786 -1.789 -3.432
H 3.078 0.400 -0.850
H 4.626 1.191 -0.517
H 4.439 -0.517 -0.164
H 7.657 1.457 -2.670
H 8.227 0.014 -3.527
H 7.111 -0.154 -2.184
H 6.866 2.343 -4.989
H 6.070 1.148 -6.030
H 7.703 0.865 -5.484

no.,energy (eV),orbital gap (eV),HOMO (Eh)
1,-50070.6326,9.49,-0.326
2,-80792.9068,7.89,-0.369